{"formula": "C42H37BrHoN7O3", "method": "ωB97M-V/def2-TZVPD", "species": ["Ho", "C", "C", "N", "N", "C", "O", "C", "C", "C", "C", "C", "C", "C", "C", "C", "C", "C", "N", "H", "H", "H", "H", "H", "H", "H", "H", "H", "H", "H", "H", "C", "C", "C", "C", "C", "C", "C", "C", "N", "C", "O", "C", "C", "C", "C", "C", "N", "C", "O", "N", "C", "C", "C", "C", "C", "C", "C", "C", "H", "H", "H", "H", "H", "H", "H", "H", "H", "H", "H", "H", "H", "H", "H", "H", "H", "H", "H", "H", "H", "Br", "C", "C", "C", "N", "C", "C", "H", "H", "H", "H"], "positions_angstrom": [[0.033327, 0.620291, -0.264856], [-1.849273, -0.117909, -4.567356], [-0.666673, 0.112191, -3.680156], [-0.732473, 0.570691, -2.477356], [-1.894273, 0.895391, -1.854356], [-1.689573, 1.920591, -1.034256], [-0.606473, 2.589991, -1.076556], [-2.612973, 2.132391, 0.105844], [-3.181373, 1.236491, 2.484344], [-3.880773, 2.256991, 2.991544], [-4.346473, 3.449591, 2.319344], [-3.751973, 4.032091, 1.280744], [-2.476573, 3.533491, 0.681544], [0.708227, -0.075409, -4.123356], [1.034827, -0.395209, -5.443856], [2.363527, -0.477109, -5.808156], [3.337327, -0.205509, -4.857356], [2.925627, 0.116591, -3.571656], [1.658127, 0.161891, -3.196356], [-1.936873, 0.673791, -5.309656], [-2.743873, -0.107109, -3.949756], [-1.768473, -1.073009, -5.082056], [-2.952673, 0.409891, 3.140944], [-4.179273, 2.184791, 4.030744], [-5.239173, 3.899991, 2.735844], [-4.198473, 4.897791, 0.815344], [-2.193773, 4.184891, -0.154856], [0.256727, -0.562909, -6.169656], [2.629427, -0.736609, -6.822556], [4.383627, -0.245309, -5.109756], [3.650227, 0.347491, -2.800956], [1.905627, -2.040809, 1.909644], [3.002927, -1.340009, 1.167744], [4.147627, -2.049109, 0.828044], [5.184627, -1.454809, 0.135944], [5.091027, -0.120809, -0.223756], [3.976627, 0.625591, 0.128644], [3.870727, 2.079991, -0.222456], [2.920427, 0.017491, 0.826744], [1.773327, 0.806191, 1.112144], [1.866127, 1.630391, 2.166344], [2.776127, 1.655491, 2.990744], [0.737227, 2.655291, 2.307244], [0.929527, 3.685191, 3.223544], [-0.013373, 4.695091, 3.304444], [-1.124973, 4.629891, 2.483744], [-1.276673, 3.545891, 1.624844], [-0.359073, 2.575491, 1.539344], [-2.721273, 0.986991, 1.090444], [-3.751773, 1.337691, 0.126244], [-1.826973, -0.072009, 0.913644], [-2.067173, -1.261409, 1.641244], [-2.959473, -2.217309, 1.123444], [-3.812573, -1.885909, -0.065956], [-3.060473, -3.461709, 1.725944], [-2.294073, -3.781709, 2.830544], [-1.479973, -2.816209, 3.392944], [-1.365873, -1.553209, 2.829144], [-0.560873, -0.498809, 3.541444], [1.975627, -1.810709, 2.972044], [0.923027, -1.718209, 1.555444], [1.990827, -3.121409, 1.794344], [4.229927, -3.084009, 1.127944], [6.070327, -2.024709, -0.098056], [5.894627, 0.354791, -0.770456], [4.723827, 2.386591, -0.824756], [2.938827, 2.277491, -0.770256], [3.845227, 2.682291, 0.687244], [1.825027, 3.668991, 3.826344], [0.120927, 5.530391, 3.974844], [-1.873573, 5.407091, 2.495944], [-3.308373, -1.179909, -0.726856], [-4.076773, -2.786009, -0.618356], [-4.736173, -1.407809, 0.262044], [-3.740873, -4.190909, 1.310844], [-2.360873, -4.763909, 3.274344], [-0.926573, -3.041509, 4.293644], [-1.165673, -0.019709, 4.315544], [0.307927, -0.928409, 4.036244], [-0.238573, 0.279091, 2.847044], [1.045227, -5.471009, -3.983956], [0.839727, -4.038209, -2.759756], [1.908527, -3.197209, -2.495456], [1.708127, -2.136509, -1.627256], [0.532727, -1.870309, -1.050856], [-0.472173, -2.719909, -1.279156], [-0.368573, -3.822109, -2.113356], [2.868927, -3.351709, -2.960156], [2.539727, -1.493909, -1.372556], [-1.399773, -2.527209, -0.752856], [-1.208073, -4.485509, -2.253156]], "forces_ev_per_a": [[0.87, -1.68, 1.27], [0.07, 0.17, 0.32], [-0.72, 0.50, 1.13], [-0.24, -0.06, -1.19], [-1.07, -0.18, -0.08], [-1.18, 0.48, -1.84], [0.05, 0.81, -0.22], [0.32, -0.13, 0.54], [0.00, 0.08, 0.07], [0.13, -0.38, 0.14], [-0.10, 0.36, -0.27], [-0.05, -0.02, 0.12], [-0.01, -0.18, -0.36], [1.15, -0.19, -0.26], [-0.29, 0.04, 0.45], [0.27, 0.05, 0.16], [-0.22, -0.10, -0.23], [0.06, -0.03, -0.07], [-0.07, 0.19, -0.34], [-0.01, 0.04, -0.12], [-0.07, -0.01, -0.02], [0.03, -0.05, -0.05], [0.00, 0.06, 0.14], [0.03, -0.12, 0.08], [-0.08, 0.06, -0.06], [-0.11, 0.12, 0.04], [-0.06, 0.03, 0.17], [-0.12, -0.06, -0.08], [0.07, 0.00, -0.05], [0.15, 0.04, 0.02], [0.12, -0.05, 0.08], [-0.01, 0.21, 0.01], [-0.05, 0.16, 0.09], [0.08, 0.02, -0.05], [0.05, -0.01, 0.03], [-0.03, 0.01, -0.02], [-0.24, 0.03, -0.04], [-0.11, -0.06, -0.07], [0.35, -0.23, 0.00], [0.30, -0.19, 0.04], [0.01, 0.28, 0.58], [-0.12, 0.05, -0.21], [-0.04, 0.29, 0.34], [0.07, -0.19, -0.11], [-0.06, -0.16, -0.20], [0.20, -0.17, 0.04], [0.04, 0.25, 0.09], [0.58, -0.09, 0.15], [0.56, 0.36, -0.10], [-0.82, -0.10, -0.44], [0.17, -0.14, 0.16], [0.11, -0.25, -0.14], [0.01, 0.06, 0.05], [0.08, 0.06, -0.06], [0.05, -0.06, -0.06], [-0.08, 0.00, 0.15], [0.00, -0.09, 0.00], [-0.10, 0.20, -0.06], [0.03, 0.04, -0.15], [-0.08, 0.02, 0.06], [0.08, -0.18, 0.17], [-0.07, 0.01, -0.05], [-0.04, -0.13, -0.01], [0.11, -0.06, -0.09], [0.08, 0.04, -0.01], [-0.02, 0.09, -0.05], [0.23, 0.08, 0.03], [0.01, 0.06, -0.03], [0.02, 0.01, 0.00], [0.03, 0.05, 0.10], [-0.08, 0.01, 0.02], [-0.06, 0.04, -0.02], [-0.07, -0.09, -0.04], [-0.07, 0.07, -0.07], [-0.08, -0.12, -0.07], [-0.01, -0.09, 0.05], [0.10, -0.02, 0.10], [0.00, 0.03, -0.01], [0.02, 0.02, 0.00], [-0.03, -0.14, 0.22], [-0.06, 0.18, 0.20], [0.04, 0.10, 0.09], [-0.15, -0.12, -0.04], [0.10, -0.22, 0.04], [0.07, 0.24, 0.07], [-0.14, -0.10, 0.05], [0.11, 0.00, -0.10], [0.10, 0.01, 0.00], [-0.06, 0.05, -0.06], [0.01, 0.08, -0.06], [-0.06, 0.01, -0.01]], "mulliken_charge": [-0.37, -1.96, 0.61, 1.11, -1.26, 0.08, -0.69, 0.90, -1.04, -0.86, -0.62, -1.39, 0.71, 0.88, -1.00, -0.53, -1.07, 0.16, 0.38, 0.35, 0.37, 0.48, 0.49, 0.48, 0.47, 0.46, 0.83, 0.41, 0.44, 0.48, 0.25, -0.85, 0.75, -0.76, -1.04, -0.73, 1.39, -1.44, -0.65, 0.89, -0.40, -0.72, 0.82, -1.05, -1.01, -1.16, -0.04, 1.03, 1.30, -0.83, 1.95, -0.70, 0.93, -1.35, -1.06, -0.98, -0.99, 1.14, -2.50, 0.42, -0.45, 0.53, 0.46, 0.45, 0.46, 0.45, 0.22, 0.36, 0.59, 0.41, 0.54, 0.06, 0.44, 0.38, 0.45, 0.42, 0.46, 0.61, 0.53, 0.89, -0.16, -0.35, -1.04, -0.19, 0.87, -0.22, -0.81, 0.59, 0.38, 0.20, 0.55], "spin_multiplicity": 5, "e_above_lowest_kj_mol": 387.4, "e_homo_ha": [-0.280, -0.280], "s_squared": 6.004, "orbital_gap_ev": [7.10, 7.10]}


{"formula": "C42H37IrN5O6S3", "method": "ωB97M-V/def2-TZVPD", "species": ["Ir", "C", "O", "C", "C", "C", "C", "C", "C", "C", "N", "C", "C", "N", "C", "C", "C", "C", "N", "C", "C", "N", "C", "C", "C", "C", "H", "H", "H", "H", "H", "H", "H", "H", "H", "H", "H", "H", "H", "H", "O", "S", "C", "C", "C", "C", "S", "O", "C", "C", "C", "C", "C", "C", "C", "C", "C", "C", "C", "C", "H", "H", "H", "H", "H", "H", "H", "H", "H", "H", "H", "H", "H", "H", "H", "H", "H", "H", "O", "N", "C", "C", "C", "C", "C", "S", "H", "H", "H", "H", "O", "C", "O", "H"], "positions_angstrom": [[-0.967049, -1.518593, 0.865478], [8.467924, -1.857426, -8.964585], [8.399284, -2.717762, -7.837070], [7.396073, -2.526628, -6.955811], [7.376142, -3.392960, -5.860809], [6.389832, -3.276222, -4.907828], [5.398590, -2.297569, -5.017420], [5.428575, -1.439933, -6.110498], [6.414901, -1.545580, -7.077353], [4.335093, -2.146605, -4.025289], [3.399412, -1.222934, -4.050689], [2.629378, -1.457805, -2.947101], [3.100993, -2.540124, -2.235121], [4.198168, -2.972593, -2.940261], [2.492240, -3.020928, -1.039864], [2.914200, -4.110102, -0.263881], [2.206316, -4.447460, 0.861209], [1.073984, -3.711549, 1.215258], [0.660796, -2.678405, 0.498087], [1.354262, -2.318776, -0.613228], [0.864213, -1.176824, -1.335528], [-0.230252, -0.563491, -0.818154], [-0.753928, 0.469213, -1.441699], [-0.196273, 0.971186, -2.625716], [0.914077, 0.376289, -3.160569], [1.474891, -0.734664, -2.505404], [9.338197, -2.175337, -9.529935], [8.593998, -0.816751, -8.658290], [7.575702, -1.952767, -9.587133], [8.147292, -4.146894, -5.783054], [6.409717, -3.963701, -4.070271], [4.663213, -0.681124, -6.198588], [6.409183, -0.864487, -7.915040], [4.788989, -3.754505, -2.722173], [3.787145, -4.683072, -0.549593], [2.503400, -5.281925, 1.479576], [0.475230, -3.962972, 2.078660], [-1.623524, 0.909007, -0.980814], [-0.652372, 1.830567, -3.094777], [1.373508, 0.738469, -4.070454], [-1.021702, 3.052569, -0.212932], [-1.931399, 4.219975, -0.390201], [-3.617404, 3.587968, -0.151734], [-3.807967, 2.859884, 1.171176], [-5.056870, 1.977895, 1.184445], [-4.953835, 0.607072, 0.531412], [-3.928402, -0.637033, 1.349541], [-2.483255, -0.134580, 1.203915], [-4.306168, -0.290428, 3.054375], [-3.445683, 0.480763, 3.820691], [-3.764800, 0.718461, 5.149113], [-4.928398, 0.189326, 5.693609], [-5.774837, -0.589514, 4.916670], [-5.460716, -0.841589, 3.588871], [-1.837715, 5.168960, 1.130555], [-2.613566, 6.305678, 1.314411], [-2.494881, 7.020193, 2.495150], [-1.597678, 6.605887, 3.472998], [-0.818777, 5.476819, 3.270126], [-0.933797, 4.750189, 2.091546], [-3.789949, 2.942826, -1.017900], [-4.284097, 4.448583, -0.249708], [-3.917768, 3.607056, 1.958315], [-2.911363, 2.277937, 1.398887], [-5.875552, 2.504107, 0.683767], [-5.386085, 1.843618, 2.216158], [-4.577362, 0.602421, -0.491231], [-5.938885, 0.132426, 0.509538], [-2.540702, 0.876105, 3.375607], [-3.104265, 1.319359, 5.760650], [-5.172722, 0.378091, 6.730537], [-6.673191, -1.011708, 5.346311], [-6.103239, -1.469245, 2.982242], [-3.301257, 6.640116, 0.545886], [-3.097100, 7.905455, 2.650476], [-1.502424, 7.172279, 4.389849], [-0.113391, 5.164180, 4.028872], [-0.347133, 3.860352, 1.902877], [0.042526, -0.289882, 2.132736], [-0.058943, -0.582667, 3.443591], [0.659077, 0.217801, 4.264467], [0.599703, 0.066076, 5.618563], [-0.222249, -0.938319, 6.145777], [-0.930564, -1.743269, 5.293437], [-0.849763, -1.574497, 3.901241], [-1.698037, -2.588950, 2.792198], [1.249853, 0.956923, 3.744439], [1.184005, 0.716289, 6.251655], [-0.294368, -1.082201, 7.214914], [-1.572245, -2.531568, 5.660985], [-3.306892, -1.277587, -1.372337], [-2.824298, -2.396987, -1.268087], [-1.910468, -2.778147, -0.443419], [-3.184529, -3.231729, -1.889294]], "forces_ev_per_a": [[0.03, 0.13, -0.04], [0.00, 0.00, 0.00], [0.00, 0.00, 0.00], [0.00, 0.00, 0.00], [0.00, 0.00, 0.00], [0.00, 0.00, 0.00], [0.00, 0.00, 0.00], [0.00, 0.00, 0.00], [0.00, 0.00, 0.00], [0.01, 0.00, -0.01], [0.00, -0.01, 0.00], [0.00, 0.00, 0.00], [0.00, 0.00, 0.00], [0.00, 0.00, 0.01], [-0.01, 0.01, 0.00], [0.00, -0.02, 0.00], [0.00, -0.01, 0.00], [-0.05, -0.01, -0.06], [0.09, 0.00, 0.02], [0.01, 0.01, 0.04], [0.00, 0.00, 0.00], [0.00, -0.11, -0.04], [-0.07, 0.04, 0.07], [0.00, 0.02, 0.01], [0.03, -0.02, 0.02], [-0.01, 0.04, -0.03], [0.00, 0.00, 0.00], [0.00, 0.00, 0.00], [0.00, 0.00, 0.00], [0.00, 0.00, 0.00], [0.00, 0.00, 0.00], [0.00, 0.00, 0.00], [0.00, 0.00, 0.00], [0.00, 0.00, 0.00], [0.00, 0.00, 0.00], [-0.01, 0.00, 0.00], [0.01, 0.00, 0.02], [0.02, 0.00, -0.03], [-0.01, 0.00, 0.03], [0.00, -0.01, 0.00], [0.02, 0.00, -0.02], [-0.12, 0.10, 0.00], [0.00, 0.00, 0.00], [0.04, 0.01, 0.00], [-0.10, 0.02, 0.05], [0.00, 0.05, 0.04], [0.01, -0.13, 0.06], [-0.04, 0.25, -0.23], [-0.04, -0.01, 0.04], [-0.03, 0.01, -0.02], [-0.03, 0.00, 0.00], [0.02, 0.01, 0.01], [0.00, -0.02, -0.02], [-0.01, 0.03, 0.02], [0.08, -0.04, 0.02], [0.01, 0.02, -0.06], [0.00, 0.00, 0.03], [-0.01, 0.00, -0.01], [0.00, 0.00, 0.00], [-0.08, 0.00, 0.02], [0.06, -0.02, 0.01], [-0.02, -0.02, 0.00], [0.06, -0.01, 0.03], [-0.04, -0.02, -0.05], [-0.01, 0.00, -0.01], [-0.01, 0.01, 0.00], [0.07, 0.01, -0.03], [0.01, -0.04, -0.02], [-0.02, 0.01, 0.00], [0.01, 0.00, 0.00], [0.00, 0.00, 0.00], [0.00, 0.00, 0.00], [0.00, 0.00, 0.00], [0.01, -0.01, -0.01], [0.00, 0.00, 0.00], [0.00, 0.00, 0.00], [0.00, -0.01, 0.01], [0.03, 0.00, -0.01], [0.19, -0.11, -0.05], [-0.12, 0.05, 0.00], [0.00, 0.06, 0.00], [-0.02, -0.03, 0.01], [0.01, 0.00, -0.02], [0.01, -0.01, 0.01], [0.03, -0.06, -0.02], [0.04, -0.14, 0.06], [-0.01, 0.00, 0.01], [0.00, 0.00, 0.00], [0.00, 0.00, 0.00], [0.00, 0.00, 0.00], [0.03, -0.03, -0.01], [-0.20, 0.11, 0.15], [0.07, -0.16, 0.09], [0.05, 0.03, -0.09]], "mulliken_charge": [2.27, -0.84, -0.46, 0.97, -0.82, -0.42, 0.26, -0.82, -0.45, 0.24, -0.84, 0.84, -0.07, -0.06, 0.10, -0.80, -0.92, -0.20, -0.13, 0.47, -0.07, -0.36, -0.16, -0.90, -0.79, 0.34, 0.24, 0.34, 0.34, 0.42, 0.25, 0.46, 0.41, 0.17, 0.47, 0.46, 0.51, 0.48, 0.49, 0.58, -0.39, 0.06, -1.05, 0.07, -1.20, -0.85, -0.01, -0.16, 0.73, -0.15, -1.02, -0.56, -0.77, -0.38, 0.26, -0.31, -0.58, -0.47, -0.63, -0.24, 0.48, 0.61, 0.48, -0.14, 0.56, 0.39, 0.56, 0.63, 0.48, 0.52, 0.43, 0.42, 0.48, 0.37, 0.40, 0.39, 0.41, 0.52, -0.85, 0.47, -0.29, -0.91, -0.30, -0.95, 1.04, -0.65, 0.52, 0.46, 0.44, 0.46, -0.49, 0.05, -0.66, 0.37], "charge": 1, "e_above_lowest_kj_mol": 0.0, "e_homo_ha": -0.360, "orbital_gap_ev": 7.13}